A 2-piece molecular cluster, C12H13F3N4O7S overall, computed with ωB97M-V/def2-TZVPD.

CARTESIAN COORDINATES (ANGSTROEM)
S  -2.6445  2.9208  -0.8593
F  -3.8427  3.5804  -3.1591
F  -4.6042  4.6084  -1.3654
F  -5.1352  2.5015  -1.7311
O  -1.6286  3.9176  -1.0915
O  -3.1236  2.6239  0.4723
O  -0.0614  1.4398  -5.1306
O  -3.4817  -2.7332  -0.6084
O  2.0451  0.0093  1.8555
O  -2.5478  -2.9662  -2.6995
O  0.0880  -0.7375  -5.3141
N  -0.6851  -0.0137  1.6050
N  -2.7966  -2.2471  -1.4949
N  -0.3013  0.2814  -4.7109
N  -1.7665  -2.2389  -3.5781
C  -1.5599  -1.0515  -2.9402
C  -1.4169  1.3934  -2.8447
C  -0.0154  1.2804  1.7798
C  0.0059  -1.2961  1.8196
C  -2.0375  -0.0510  2.1444
C  1.4235  -1.1667  2.3491
C  -2.1925  -1.0079  -1.6775
C  -2.1517  1.3840  -1.6480
C  -4.1646  3.4366  -1.8525
C  -1.0536  0.1906  -3.4813
C  -2.5175  0.1817  -1.0267
C  1.3969  1.1782  2.3311
H  -2.3366  0.9521  2.4697
H  -0.5990  -1.8770  2.5292
H  -3.2622  0.1550  -0.2291
H  1.3889  -1.1605  3.4548
H  2.0121  2.0064  1.9603
H  -2.0947  -0.7456  3.0091
H  0.0432  -1.8567  0.8656
H  -1.1385  2.3422  -3.2935
H  0.0353  1.8050  0.8076
H  2.0431  -1.9915  1.9765
H  1.3431  1.1828  3.4353
H  -2.7468  -0.4113  1.3835
H  -0.6362  1.8849  2.4518

Forces on atoms 1 to 6 (eV/Å):
S 0.389 -0.094 0.530
F -0.289 -0.180 1.099
F 0.309 -0.945 -0.427
F 0.863 0.794 -0.162
O -0.785 -0.654 -0.094
O 0.194 0.135 -1.092

E_LUMO ... -2.6 eV
E_tot ... -1908.2103 a.u.
E_HOMO ... -8.52 eV
Frontier orbital gap ... 5.92 eV

These are the natural (NBO) partial charges, in e, on atoms 1 to 8: 2.08, -0.31, -0.29, -0.31, -0.88, -0.90, -0.38, -0.33

---

C12H13F5NO5OsP as an isolated structure, computed with ωB97M-V/def2-TZVPD.

CARTESIAN COORDINATES (ANGSTROEM)
Os  0.1902  0.8800  -0.8107
P  -0.4984  2.8160  1.9623
F  2.6527  0.5909  -1.9986
F  2.8873  1.1426  0.8228
F  1.9349  2.6506  -2.1948
F  2.6244  3.2311  0.2847
F  4.2361  2.0858  -0.5881
O  -0.5446  -1.1046  -0.0274
O  -1.0407  -6.0381  -3.6272
O  0.0155  2.0911  0.6722
O  0.1026  -0.1102  -2.5542
O  -0.9058  -7.0241  -1.7008
N  -0.9388  -6.0612  -2.4215
C  2.9852  2.0322  -0.1773
C  -0.5160  -3.6282  -2.5973
C  -1.2455  4.3513  1.4845
C  -0.6163  -2.2134  -0.6101
C  -0.3999  -2.3826  -2.0423
C  -1.0194  -4.6372  -0.4031
C  2.0538  1.6165  -1.3500
C  -0.9357  -3.3926  0.1793
C  0.8779  3.1161  3.0371
C  -0.8166  -4.7398  -1.7684
C  -0.0989  -1.2756  -2.9233
C  -1.6893  1.7802  2.7810
H  0.5173  3.5995  3.9470
H  -0.3871  -3.7971  -3.6602
H  -1.0917  -3.2486  1.2398
H  -1.2205  0.8323  3.0474
H  1.5951  3.7696  2.5430
H  -0.4887  5.0090  1.0561
H  -2.5402  1.6024  2.1221
H  1.3616  2.1742  3.2968
H  -2.0346  4.1748  0.7532
H  -1.6763  4.8304  2.3655
H  -2.0441  2.2671  3.6900
H  -0.0485  -1.4610  -3.9995
H  -1.2372  -5.5292  0.1698

Forces on atoms 1 to 6 (eV/Å):
Os 0.232 0.090 0.289
P 0.102 0.061 -0.032
F 0.006 -0.036 0.012
F -0.014 0.014 -0.064
F -0.015 0.007 -0.065
F -0.046 0.004 0.051

E_LUMO (spin up / spin down) ... -8.1 / -10.6 eV
2S+1 ... 5
Energy above the lowest of the compared OMol25 structures with the same formula, charge and spin ... 12.6 kcal per mole
E_tot ... -1826.6378 a.u.
E_HOMO (spin up / spin down) ... -16.54 / -16.43 eV
Frontier orbital gap (spin up / spin down) ... 8.43 / 5.80 eV
Total charge ... +2

These are the natural (NBO) partial charges, in e, on atoms 1 to 8: 1.41, 1.95, -0.31, -0.32, -0.29, -0.31, -0.27, -0.60

---

C12H13MoNO7Se6 as an isolated structure, computed with ωB97M-V/def2-TZVPD.

CARTESIAN COORDINATES (ANGSTROEM)
Mo  0.2074  0.5054  -0.1417
Se  1.9211  2.0308  -1.3000
Se  -1.1446  2.2736  0.8819
Se  -0.5475  -3.3396  0.5993
Se  -3.2069  -2.4044  3.8333
Se  -2.0685  -0.6309  2.9238
Se  -1.4286  -1.2149  0.6414
O  3.4406  -1.2483  1.5699
O  1.9040  6.6408  -0.6172
O  -0.7450  -0.7373  -3.9450
O  2.0037  3.2229  1.7239
O  -0.6993  0.2446  -1.9169
O  1.5562  -0.0867  1.1207
O  3.6068  -3.7180  -3.1101
N  1.2774  -1.0166  -1.1367
C  3.1413  -2.4563  -1.1732
C  0.7507  4.5486  -0.0334
C  1.6511  4.4855  1.2149
C  2.3331  -1.5450  -0.5403
C  -0.6856  4.1081  0.2630
C  1.2720  3.8753  -1.3100
C  -0.2705  -0.5851  -2.8446
C  0.9410  -1.3599  -2.3646
C  1.6762  -2.2754  -3.0787
C  0.6256  6.0473  -0.3559
C  2.5290  -0.9603  0.8448
C  2.8006  -2.8238  -2.4700
H  -1.1033  4.7511  1.0430
H  -0.0251  6.1564  -1.2306
H  1.1358  5.0829  1.9853
H  1.3665  -2.5335  -4.0847
H  0.1496  6.5567  0.4908
H  3.2585  -3.8661  -3.9951
H  1.2033  2.7514  1.9954
H  2.5939  4.9849  0.9921
H  2.0909  4.4670  -1.7175
H  -1.2887  4.2543  -0.6363
H  4.0097  -2.8600  -0.6724
H  1.7517  7.4869  -1.0437
H  0.4566  3.8843  -2.0360

Forces on atoms 1 to 6 (eV/Å):
Mo 0.322 1.003 -0.628
Se -0.265 -0.240 0.117
Se -0.076 0.129 0.086
Se 0.216 0.041 -0.105
Se -0.016 0.109 -0.116
Se 0.093 -0.024 0.096

E_LUMO (spin up / spin down) ... 3.8 / 3.8 eV
Energy above the lowest of the compared OMol25 structures with the same formula, charge and spin ... 40.0 kcal per mole
E_tot ... -15523.4966 a.u.
E_HOMO (spin up / spin down) ... -0.57 / -0.57 eV
Frontier orbital gap (spin up / spin down) ... 4.41 / 4.41 eV
Total charge ... -2

These are the natural (NBO) partial charges, in e, on atoms 1 to 8: 0.69, -0.11, 0.03, -0.64, -0.64, -0.11, 0.12, -0.57

---

A 2-piece molecular cluster, C12H13N2S overall, computed with ωB97M-V/def2-TZVPD.

CARTESIAN COORDINATES (ANGSTROEM)
S  2.8931  -0.2611  0.3592
N  2.5660  3.1703  -0.4108
N  0.6899  1.2754  0.1239
C  -2.3585  -0.6793  -0.0538
C  -3.3679  0.3059  -0.0150
C  1.1928  -0.1898  0.2557
C  -0.2061  -2.3821  0.2702
C  -0.6494  1.1799  -0.0151
C  -2.5305  -2.0505  -0.0211
C  0.0608  -1.0219  0.0886
C  -1.4939  -2.8886  0.1502
C  -1.6582  2.0852  0.2722
C  -1.0210  -0.1832  -0.0530
C  -2.9918  1.6343  0.2776
C  3.2413  -1.9721  -0.2171
H  1.9530  3.7444  -0.8675
H  3.6876  -2.5207  0.6839
H  4.1325  -1.7773  -0.7845
H  -1.7839  -3.8825  0.0467
H  -1.4991  3.2354  0.3682
H  1.5795  1.9812  -0.1691
H  3.4725  3.0262  -0.9958
H  -3.7709  2.3458  0.4719
H  -4.4221  0.1356  0.1585
H  0.6311  -3.0200  0.4110
H  2.8095  3.5360  0.4985
H  2.2448  -2.2914  -0.5233
H  -3.4014  -2.5350  -0.3099

Forces on atoms 1 to 6 (eV/Å):
S -0.529 -0.374 0.266
N 3.753 -2.832 -0.028
N 4.716 -4.533 0.225
C 0.604 1.882 -0.229
C 0.215 1.975 1.704
C -0.459 5.384 -1.109

E_LUMO ... -5.0 eV
Energy above the lowest of the compared OMol25 structures with the same formula, charge and spin ... 13.2 kcal per mole
E_tot ... -972.4756 a.u.
E_HOMO ... -11.41 eV
Frontier orbital gap ... 6.43 eV
Total charge ... +1

These are the natural (NBO) partial charges, in e, on atoms 1 to 8: 0.41, -1.04, -0.55, -0.06, -0.15, 0.10, -0.07, 0.13

---

C12H13NO as an isolated structure, computed with ωB97M-V/def2-TZVPD.

CARTESIAN COORDINATES (ANGSTROEM)
O  -2.2245  2.3291  -2.0905
N  0.8214  -0.0516  1.7442
C  0.2320  0.1878  -0.7106
C  -0.5111  0.8544  -1.6845
C  1.5522  -1.5898  3.3335
C  0.3083  -1.2134  2.5468
C  0.8037  -1.2430  -2.4203
C  -1.4785  1.7273  -1.2617
C  0.9764  -0.8118  -1.1152
C  0.2145  0.5710  0.6069
C  -1.7385  1.9148  0.1244
C  -0.2655  0.7347  -3.1820
C  -0.8509  1.4704  0.9896
C  0.3349  -0.4430  -3.4658
H  2.2688  -2.1900  2.5851
H  -1.3536  1.9739  2.0350
H  -0.1348  -1.8078  1.7380
H  1.8936  0.0938  1.3643
H  1.1885  -2.4914  -2.5809
H  1.1478  -2.2409  4.3614
H  2.0885  -0.5217  3.4626
H  -3.1697  2.3784  -1.3348
H  -0.8795  1.2128  -3.8189
H  1.2669  -1.8981  -0.3814
H  -0.6269  -1.0135  3.2525
H  -2.3828  2.6983  0.3555
H  0.5189  -0.6307  -4.4531

Forces on atoms 1 to 6 (eV/Å):
O -7.605 2.283 0.431
N 3.702 2.418 -2.544
C -0.798 3.564 1.702
C 0.094 1.926 -3.240
C 0.493 -1.341 0.583
C -0.846 1.612 -1.029

E_LUMO ... 0.1 eV
Energy above the lowest of the compared OMol25 structures with the same formula, charge and spin ... 187.0 kcal per mole
E_tot ... -594.7555 a.u.
E_HOMO ... -7.26 eV
Frontier orbital gap ... 7.38 eV

These are the natural (NBO) partial charges, in e, on atoms 1 to 8: -0.62, -0.69, -0.14, -0.11, -0.64, -0.22, -0.17, 0.35

---

C12H13NO as an isolated structure, computed with ωB97M-V/def2-TZVPD.

CARTESIAN COORDINATES (ANGSTROEM)
O  -2.1426  -1.3974  -0.0446
N  -3.1246  -2.4012  0.2323
C  2.2341  1.4852  -0.6535
C  0.2517  -0.9317  -2.9673
C  0.7350  2.1744  2.7544
C  -0.3615  1.1717  2.8895
C  0.0261  -0.3722  -0.4942
C  0.2940  0.3526  0.6978
C  1.3787  1.1291  -1.7947
C  0.4814  0.0933  -1.6981
C  1.4255  1.2964  0.5002
C  -0.3575  0.1504  1.8850
C  -0.6694  -1.7485  -0.2833
C  1.7867  2.0053  1.6462
H  1.6616  1.4861  -2.8262
H  -0.6688  -0.8020  -3.5401
H  -1.2698  1.1444  3.6078
H  -3.3475  -2.4174  1.2394
H  1.0340  -0.7773  -3.7379
H  -4.2178  -1.9772  -0.2699
H  0.5507  2.7893  3.7255
H  2.9494  2.3603  -0.8681
H  -0.6161  -2.2968  -1.3621
H  -1.0015  -0.7280  2.0073
H  -0.0485  -2.5431  0.3669
H  0.4770  -2.0581  -2.8462
H  2.5397  2.8123  1.8340

Forces on atoms 1 to 6 (eV/Å):
O 1.237 0.312 0.794
N -3.252 0.473 -2.115
C -4.138 1.282 -4.262
C 1.675 0.302 -0.418
C -1.518 -2.773 0.333
C 1.237 -0.438 -2.182

E_LUMO ... 0.0 eV
Energy above the lowest of the compared OMol25 structures with the same formula, charge and spin ... 171.2 kcal per mole
E_tot ... -594.7807 a.u.
E_HOMO ... -7.89 eV
Frontier orbital gap ... 7.88 eV

These are the natural (NBO) partial charges, in e, on atoms 1 to 8: -0.45, -0.52, -0.19, -0.65, -0.24, -0.22, 0.01, -0.06

---

C12H13NPV as an isolated structure, computed with ωB97M-V/def2-TZVPD.

CARTESIAN COORDINATES (ANGSTROEM)
V  1.0830  1.8132  -1.1520
P  -0.8215  2.6259  -2.0584
N  0.4691  0.8280  0.2659
C  0.1815  0.2592  1.2474
C  1.1559  -0.4703  3.3397
C  -1.3184  -0.0684  4.5969
C  -1.2638  -0.1171  3.2022
C  0.8334  -2.2859  -3.4230
C  -0.1451  -0.1434  5.3605
C  1.0824  -0.3913  4.7306
C  -0.5615  -2.1918  -3.6910
C  1.3513  -0.9575  -3.5608
C  0.0031  -0.1771  2.5742
C  -0.8175  -1.0023  -4.4395
C  0.3073  -0.1468  -4.1908
H  -1.7517  -0.7230  -4.9364
H  1.3560  -3.1498  -3.0217
H  2.3169  -0.5977  -3.2176
H  0.5159  3.3502  -1.4310
H  -1.6900  3.4574  -1.2829
H  0.3714  0.9185  -4.3940
H  -0.1888  -0.0393  6.4478
H  -0.8141  3.4506  -3.2430
H  -1.2913  -2.9874  -3.5387
H  2.0924  -0.7133  2.8277
H  1.9966  -0.5051  5.3162
H  -2.2855  0.0546  5.0870
H  -2.1670  -0.0900  2.5845

Forces on atoms 1 to 6 (eV/Å):
V 0.730 -0.941 -2.245
P -0.924 0.068 -1.125
N -0.097 -0.154 0.582
C -0.343 -1.308 2.343
C 0.587 0.010 0.986
C -0.043 -0.081 -0.794

E_LUMO (spin up / spin down) ... 2.3 / 2.2 eV
2S+1 ... 4
E_tot ... -1804.9238 a.u.
E_HOMO (spin up / spin down) ... -2.45 / -2.87 eV
Frontier orbital gap (spin up / spin down) ... 4.74 / 5.02 eV
Total charge ... -1

These are the natural (NBO) partial charges, in e, on atoms 1 to 8: 0.70, -0.01, -0.65, 0.40, -0.22, -0.20, -0.22, -0.36

---

One molecule with the formula C12H14, computed with ωB97M-V/def2-TZVPD.

CARTESIAN COORDINATES (ANGSTROEM)
C  -0.2529  2.0570  0.9844
C  -1.6610  2.0176  0.3543
C  2.8448  -0.2582  0.8008
C  0.2636  -2.3521  -1.2565
C  -2.0762  0.5958  0.0421
C  -1.1565  -1.6491  -1.1252
C  1.2385  -1.1746  -0.5994
C  2.4021  -1.3902  0.0365
C  0.4932  0.0179  -0.2997
C  -0.9876  -0.0266  -0.9112
C  2.0369  0.7958  1.1482
C  0.7892  0.9632  0.5633
H  2.4989  1.2943  2.0543
H  3.7601  -0.3921  1.2288
H  -1.0979  0.6764  -1.8956
H  -3.0097  0.6642  -0.5194
H  0.5757  -2.9615  -2.3044
H  -1.7163  -1.8699  -1.8896
H  0.2359  -3.2099  -0.4816
H  -2.2708  2.3326  1.2634
H  -0.2748  2.0209  2.1604
H  0.1371  3.1104  0.7412
H  3.0478  -2.2141  -0.2600
H  -1.7201  -1.8808  -0.1848
H  -2.3947  0.1381  0.9446
H  -1.7054  2.6949  -0.5949

Forces on atoms 1 to 6 (eV/Å):
C 1.876 1.072 1.090
C 0.202 0.593 0.930
C -1.886 -1.957 -1.098
C 0.723 -0.304 0.974
C 0.400 0.730 -2.306
C 3.155 2.854 3.977

SMILES ... c1cc2c3c(c1)CC[C@H]3CCC2
E_LUMO ... 1.1 eV
Energy above the lowest of the compared OMol25 structures with the same formula, charge and spin ... 34.4 kcal per mole
E_tot ... -465.5535 a.u.
E_HOMO ... -8.69 eV
Frontier orbital gap ... 9.75 eV

These are the natural (NBO) partial charges, in e, on atoms 1 to 8: -0.44, -0.40, -0.20, -0.43, -0.43, -0.39, 0.02, -0.23

---

Question: The lowest E_tot belongs to which entry?
Answer: C12H13MoNO7Se6

---

Repeat the eighth record exactly.
One molecule with the formula C12H14, computed with ωB97M-V/def2-TZVPD.

CARTESIAN COORDINATES (ANGSTROEM)
C  -0.2529  2.0570  0.9844
C  -1.6610  2.0176  0.3543
C  2.8448  -0.2582  0.8008
C  0.2636  -2.3521  -1.2565
C  -2.0762  0.5958  0.0421
C  -1.1565  -1.6491  -1.1252
C  1.2385  -1.1746  -0.5994
C  2.4021  -1.3902  0.0365
C  0.4932  0.0179  -0.2997
C  -0.9876  -0.0266  -0.9112
C  2.0369  0.7958  1.1482
C  0.7892  0.9632  0.5633
H  2.4989  1.2943  2.0543
H  3.7601  -0.3921  1.2288
H  -1.0979  0.6764  -1.8956
H  -3.0097  0.6642  -0.5194
H  0.5757  -2.9615  -2.3044
H  -1.7163  -1.8699  -1.8896
H  0.2359  -3.2099  -0.4816
H  -2.2708  2.3326  1.2634
H  -0.2748  2.0209  2.1604
H  0.1371  3.1104  0.7412
H  3.0478  -2.2141  -0.2600
H  -1.7201  -1.8808  -0.1848
H  -2.3947  0.1381  0.9446
H  -1.7054  2.6949  -0.5949

Forces on atoms 1 to 6 (eV/Å):
C 1.876 1.072 1.090
C 0.202 0.593 0.930
C -1.886 -1.957 -1.098
C 0.723 -0.304 0.974
C 0.400 0.730 -2.306
C 3.155 2.854 3.977

SMILES ... c1cc2c3c(c1)CC[C@H]3CCC2
E_LUMO ... 1.1 eV
Energy above the lowest of the compared OMol25 structures with the same formula, charge and spin ... 34.4 kcal per mole
E_tot ... -465.5535 a.u.
E_HOMO ... -8.69 eV
Frontier orbital gap ... 9.75 eV

These are the natural (NBO) partial charges, in e, on atoms 1 to 8: -0.44, -0.40, -0.20, -0.43, -0.43, -0.39, 0.02, -0.23

---

Question: The lowest E_tot belongs to which entry?
Answer: C12H13MoNO7Se6

---

Question: E_tot of number 8 (C12H14)?
Answer: -465.5535 a.u.